Entry 1:
A molecular structure, C6H9CuLiO2, computed with ωB97M-V/def2-TZVPD.

Last column: Löwdin charge in e.
Cartesian coordinates (Å):
C1 -1.3575 -0.7726 -0.6897  -0.1566
H1 -0.5371 -0.3091 -0.1351  0.0489
H2 -1.1260 -1.7794 -1.0473  0.0863
C2 2.2292 -1.2261 1.6893  0.0435
C3 2.4803 0.0380 1.1621  -0.2033
C4 1.8529 0.5872 0.0403  -0.3627
O1 1.1431 1.6944 0.0614  -0.3120
Cu1 2.3625 2.9565 0.9585  0.6129
H3 1.6366 -1.9597 1.1366  0.0624
H4 2.6753 -1.5381 2.6344  0.0507
H5 3.1376 0.7037 1.7403  0.0780
H6 1.8763 0.0178 -0.9050  0.1340
H7 -2.6291 -0.3413 -2.4383  0.1233
O2 -1.9915 1.4814 -1.6367  -0.3693
C5 -2.2474 0.1527 -1.5275  -0.5540
C6 -2.7771 -0.4604 -0.2543  -0.1323
H8 -2.8885 0.2108 0.6002  0.0958
H9 -3.5178 -1.2625 -0.3061  0.0876
Li1 -0.3218 1.8066 -1.0832  0.6667

Cartesian forces (eV/Å) of the 6 atoms listed first:
0.26 -0.17 -0.23
-0.34 -0.19 0.05
-0.07 0.29 0.11
0.82 1.55 -1.05
-0.20 -2.11 2.19
-0.69 -1.09 -1.98

## Properties
Lowest unoccupied orbital energy (alpha / beta) ... -2.01 / -2.21 eV
HOMO-LUMO gap (alpha / beta) ... 4.756 / 4.592 eV
HOMO energy (alpha / beta) ... -6.770 / -6.807 eV
<S²> ... 0.78
Multiplicity ... 2


Entry 2:
A molecular structure, C5H8O2, computed with ωB97M-V/def2-TZVPD.

Last column: Löwdin charge in e.
Cartesian coordinates (Å):
O1 -2.0780 1.1923 -0.0819  -0.0476
C1 -1.4889 0.0682 0.5409  -0.2221
C2 -0.0166 0.2903 0.5836  -0.2100
C3 0.9168 0.2296 1.5488  0.0622
C4 1.9956 0.5521 0.5738  -0.3886
O2 3.1908 0.6828 0.6093  0.0957
C5 0.9329 0.6329 -0.5546  -0.0375
H1 -3.0286 1.0370 -0.1296  0.0921
H2 -1.8778 -0.0981 1.5560  0.1267
H3 -1.6711 -0.8495 -0.0424  0.1104
H4 0.0278 -2.7949 -0.6656  0.0439
H5 0.8897 0.0259 2.6149  0.1142
H6 0.3378 -2.5060 -0.0520  0.0330
H7 0.8005 1.6194 -1.0072  0.1185
H8 1.0347 -0.1279 -1.3377  0.1092

Cartesian forces (eV/Å) of the 6 atoms listed first:
-0.29 0.03 -0.04
0.26 -0.31 0.19
-0.10 -0.03 0.03
-0.05 -0.05 0.10
0.58 0.03 0.03
-0.64 -0.06 -0.03

## Properties
Lowest unoccupied orbital energy ... 0.41 eV
HOMO-LUMO gap ... 10.007 eV
HOMO energy ... -9.595 eV
Energy above the lowest of the compared OMol25 structures with the same formula, charge and spin ... 64.9 kcal per mole
Multiplicity ... 1


Entry 3:
2 unconnected molecules or ions with the total composition C2H8N2O2, computed with ωB97M-V/def2-TZVPD.

Last column: Löwdin charge in e.
Cartesian coordinates (Å):
N1 -0.2306 1.3824 0.4266  0.0072
C1 -0.9762 0.1348 0.6074  -0.2283
N2 -0.3437 -1.0845 0.0212  0.0297
C2 -0.6540 -1.5055 -1.2314  -0.3238
O1 -1.5562 -0.9825 -1.9404  -0.0415
H1 -0.6806 2.1023 0.9612  0.0753
H2 -0.1963 1.6997 -0.5494  0.0998
H3 -1.8957 0.2755 0.0769  0.0993
H4 -1.1855 -0.2325 1.6065  0.1223
H5 0.5133 -1.3782 0.4447  0.1134
H6 -0.0424 -2.3540 -1.6184  0.1331
O2 2.6450 0.5294 0.7321  -0.1316
H7 1.7160 0.9223 0.6920  0.0007
H8 2.8869 0.4909 -0.2290  0.0444

Cartesian forces (eV/Å) of the 6 atoms listed first:
1.09 -0.52 0.24
-0.05 -1.33 -1.45
-0.41 1.37 -0.44
-1.87 1.36 -1.83
2.31 -1.41 1.84
-0.05 0.35 0.25

## Properties
Lowest unoccupied orbital energy ... 0.72 eV
HOMO-LUMO gap ... 10.729 eV
HOMO energy ... -10.013 eV
Energy above the lowest of the compared OMol25 structures with the same formula, charge and spin ... 23.5 kcal per mole
Multiplicity ... 1
SMILES string ... NCNC=O.O